{"formula": "C27H33N5O2", "method": "ωB97M-V/def2-TZVPD", "lumo_energy_ev": 0.33, "relative_energy_kcal_mol": 24.4, "smiles": "CN1CCc2cc(-c3cn4c(n3)CCC4)ccc21.CNC(=O)[C@H](Cc1ccccc1)NC(C)=O", "total_charge": 0, "spin_multiplicity": 1, "homo_lumo_gap_ev": 7.08, "symbols": ["C", "N", "C", "C", "C", "C", "C", "C", "C", "N", "C", "N", "C", "C", "C", "C", "C", "C", "H", "H", "H", "H", "H", "H", "H", "H", "H", "H", "H", "H", "H", "H", "H", "H", "H", "C", "N", "C", "O", "C", "C", "C", "C", "C", "C", "C", "C", "N", "C", "C", "O", "H", "H", "H", "H", "H", "H", "H", "H", "H", "H", "H", "H", "H", "H", "H", "H"], "positions_angstrom": [[-5.791, 0.803, 8.375], [-4.503, 0.947, 7.677], [-3.486, 1.938, 8.071], [-2.484, 1.955, 6.904], [-3.084, 1.006, 5.912], [-2.607, 0.667, 4.636], [-3.301, -0.267, 3.842], [-2.787, -0.647, 2.508], [-3.225, -1.731, 1.769], [-2.465, -1.704, 0.626], [-1.635, -0.647, 0.713], [-1.768, 0.034, 1.820], [-0.761, -0.521, -0.478], [-1.192, -1.751, -1.329], [-2.321, -2.508, -0.579], [-4.487, -0.830, 4.362], [-4.961, -0.472, 5.633], [-4.248, 0.445, 6.407], [-6.007, -0.254, 8.558], [-5.764, 1.316, 9.341], [-6.600, 1.233, 7.776], [-2.991, 1.646, 9.003], [-3.937, 2.927, 8.202], [-1.499, 1.604, 7.226], [-2.387, 2.958, 6.480], [-1.691, 1.118, 4.264], [-3.988, -2.449, 2.043], [0.293, -0.566, -0.190], [-0.951, 0.424, -0.995], [-1.554, -1.423, -2.308], [-0.338, -2.418, -1.486], [-3.248, -2.523, -1.160], [-2.024, -3.535, -0.338], [-5.061, -1.547, 3.786], [-5.875, -0.907, 6.021], [4.352, -1.717, -6.539], [3.876, -1.258, -5.236], [4.665, -0.756, -4.276], [5.876, -0.643, -4.439], [3.987, -0.352, -2.945], [3.084, 0.896, -3.040], [2.007, 0.805, -4.103], [0.862, 0.024, -3.871], [-0.115, -0.115, -4.873], [0.056, 0.523, -6.113], [1.202, 1.303, -6.349], [2.175, 1.447, -5.345], [4.888, -0.270, -1.779], [5.917, 0.541, -1.516], [6.217, 1.774, -2.347], [6.607, 0.312, -0.534], [3.505, -1.952, -7.186], [4.956, -0.938, -7.009], [4.970, -2.608, -6.412], [2.881, -1.263, -5.071], [3.314, -1.179, -2.723], [3.691, 1.774, -3.249], [2.602, 1.054, -2.074], [0.736, -0.472, -2.922], [-0.999, -0.711, -4.692], [-0.694, 0.417, -6.884], [1.332, 1.795, -7.303], [3.057, 2.043, -5.536], [4.816, -1.019, -1.109], [7.228, 2.106, -2.115], [5.515, 2.563, -2.087], [6.162, 1.556, -3.409]]}



{"formula": "H2NOS2", "method": "ωB97M-V/def2-TZVPD", "lumo_energy_ev": 3.29, "relative_energy_kcal_mol": 33.5, "total_charge": -1, "spin_multiplicity": 1, "homo_lumo_gap_ev": 6.18, "symbols": ["N", "O", "S", "S", "H", "H"], "positions_angstrom": [[-2.722, -0.263, -0.267], [-3.141, 0.797, 0.324], [2.680, -0.275, 0.446], [-1.182, -0.662, -0.111], [2.674, 0.983, -0.020], [1.691, -0.580, -0.372]]}



{"formula": "C4H6N2O", "method": "ωB97M-V/def2-TZVPD", "lumo_energy_ev": 0.96, "relative_energy_kcal_mol": 48.8, "smiles": "COc1c[nH]cn1", "total_charge": 0, "spin_multiplicity": 1, "homo_lumo_gap_ev": 9.01, "symbols": ["C", "O", "C", "C", "N", "C", "N", "H", "H", "H", "H", "H", "H"], "positions_angstrom": [[-2.171, 0.538, -0.209], [-0.929, 1.008, -0.973], [0.158, 0.392, -0.474], [1.520, 0.358, -0.713], [1.991, -0.548, 0.248], [0.941, -0.978, 0.964], [-0.150, -0.433, 0.553], [-2.740, 0.063, -0.995], [-2.548, 1.474, 0.175], [-2.168, -0.171, 0.644], [2.218, 0.822, -1.399], [2.935, -0.847, 0.401], [0.943, -1.680, 1.779]]}



{"formula": "C7H13BO2S", "method": "ωB97M-V/def2-TZVPD", "lumo_energy_ev": 0.32, "relative_energy_kcal_mol": 42.4, "total_charge": 0, "spin_multiplicity": 1, "homo_lumo_gap_ev": 7.99, "symbols": ["B", "C", "C", "C", "C", "C", "C", "C", "O", "O", "S", "H", "H", "H", "H", "H", "H", "H", "H", "H", "H", "H", "H", "H"], "positions_angstrom": [[2.265, -0.077, -0.401], [-1.163, 0.424, -0.222], [-1.198, -0.914, -0.101], [-0.013, 1.267, 0.127], [1.290, -0.464, 0.783], [-2.326, 1.144, -0.557], [-2.285, -1.861, -0.677], [1.774, -0.189, 2.181], [2.008, -0.633, -1.635], [3.326, 0.831, -0.396], [0.188, -1.826, 0.580], [0.458, 1.809, -0.671], [-0.163, 1.925, 0.976], [-2.564, 1.638, 0.415], [-3.178, 0.550, -0.915], [-2.204, 1.915, -1.356], [-1.995, -1.983, -1.727], [-3.222, -1.332, -0.387], [-2.185, -2.661, -0.099], [2.430, -1.018, 2.592], [0.890, -0.465, 2.834], [2.370, 0.663, 2.292], [2.140, -0.013, -2.393], [3.356, 1.271, -1.244]]}



{"formula": "C18H54O9", "method": "ωB97M-V/def2-TZVPD", "lumo_energy_ev": 0.16, "relative_energy_kcal_mol": 73.5, "smiles": "CC(C)O.CC(C)O.CC(C)O.CC(C)O.CC(C)O.CC(C)O.O.O.O", "total_charge": 0, "spin_multiplicity": 1, "homo_lumo_gap_ev": 10.29, "symbols": ["C", "C", "C", "O", "H", "H", "H", "H", "H", "H", "H", "H", "C", "C", "C", "O", "H", "H", "H", "H", "H", "H", "H", "H", "C", "C", "C", "O", "H", "H", "H", "H", "H", "H", "H", "H", "C", "C", "C", "O", "H", "H", "H", "H", "H", "H", "H", "H", "C", "C", "C", "O", "H", "H", "H", "H", "H", "H", "H", "H", "C", "C", "C", "O", "H", "H", "H", "H", "H", "H", "H", "H", "O", "H", "H", "O", "H", "H", "O", "H", "H"], "positions_angstrom": [[15.403, 0.822, -3.730], [14.756, -0.552, -3.651], [15.076, -1.226, -2.247], [13.344, -0.552, -3.770], [15.187, 1.380, -4.641], [16.474, 0.770, -3.534], [14.929, 1.387, -2.927], [15.043, -1.163, -4.507], [14.637, -0.697, -1.401], [16.152, -1.403, -2.229], [14.680, -2.241, -2.220], [12.995, -1.235, -3.192], [17.432, 1.151, -0.211], [18.242, 1.871, 0.915], [17.468, 3.041, 1.481], [18.600, 0.979, 1.957], [16.518, 0.682, 0.153], [18.106, 0.363, -0.548], [17.077, 1.697, -1.084], [19.196, 2.205, 0.507], [17.885, 3.336, 2.443], [16.432, 2.754, 1.665], [17.481, 3.872, 0.776], [19.314, 1.381, 2.458], [12.396, -0.804, -9.047], [13.442, -0.015, -8.368], [12.742, 1.086, -7.549], [14.138, -0.862, -7.563], [12.610, -1.789, -9.463], [12.104, -0.078, -9.805], [11.587, -0.926, -8.326], [14.222, 0.378, -9.021], [12.106, 0.637, -6.786], [12.086, 1.853, -7.961], [13.542, 1.595, -7.011], [13.617, -0.856, -6.757], [19.472, 2.028, -3.669], [20.903, 2.186, -3.272], [21.186, 2.063, -1.822], [21.523, 1.149, -3.976], [19.351, 2.238, -4.732], [18.867, 2.776, -3.157], [19.004, 1.085, -3.390], [21.308, 3.152, -3.575], [20.892, 1.061, -1.506], [20.751, 2.804, -1.152], [22.253, 2.180, -1.633], [21.625, 0.450, -3.327], [18.739, -2.090, -0.651], [18.540, -3.579, -0.567], [17.057, -4.047, -0.859], [19.401, -4.169, -1.508], [18.271, -1.491, 0.130], [18.387, -1.588, -1.552], [19.795, -1.847, -0.532], [18.810, -3.949, 0.422], [17.088, -4.880, -1.562], [16.500, -3.288, -1.408], [16.398, -4.115, 0.007], [19.211, -3.743, -2.347], [11.862, -3.751, 2.224], [13.336, -3.389, 2.317], [13.773, -2.823, 0.992], [13.621, -2.354, 3.234], [11.731, -4.447, 1.395], [11.353, -2.788, 2.200], [11.542, -4.327, 3.092], [13.893, -4.311, 2.483], [14.758, -2.375, 0.862], [12.995, -2.115, 0.706], [13.766, -3.618, 0.247], [13.413, -1.553, 2.747], [10.514, 1.203, -4.917], [11.403, 0.863, -4.819], [10.629, 2.147, -5.027], [14.583, -3.780, -7.062], [14.770, -4.178, -6.212], [14.590, -2.838, -6.893], [11.800, -2.404, -2.391], [11.448, -1.559, -2.112], [11.390, -3.040, -1.803]]}



{"formula": "C25H33NO4S", "method": "ωB97M-V/def2-TZVPD", "lumo_energy_ev": -0.21, "relative_energy_kcal_mol": 2.6, "smiles": "CSCC[C@H](NC(=O)[C@]12C[C@H]3C[C@H](C[C@H](C3)C1)C2)C(=O)OCC(=O)c1ccc(C)cc1", "total_charge": 0, "spin_multiplicity": 1, "homo_lumo_gap_ev": 8.06, "symbols": ["C", "S", "C", "C", "C", "N", "C", "O", "C", "C", "C", "C", "C", "C", "C", "C", "C", "C", "C", "O", "O", "C", "C", "O", "C", "C", "C", "C", "C", "C", "C", "H", "H", "H", "H", "H", "H", "H", "H", "H", "H", "H", "H", "H", "H", "H", "H", "H", "H", "H", "H", "H", "H", "H", "H", "H", "H", "H", "H", "H", "H", "H", "H", "H"], "positions_angstrom": [[-3.606, 3.638, -4.206], [-2.592, 5.021, -3.609], [-2.129, 4.384, -1.967], [-1.117, 3.252, -2.045], [-0.738, 2.746, -0.650], [0.400, 1.851, -0.695], [1.574, 2.165, -0.093], [1.784, 3.268, 0.366], [2.594, 1.027, -0.058], [3.921, 1.566, 0.485], [4.947, 0.439, 0.571], [4.430, -0.653, 1.506], [3.111, -1.198, 0.964], [3.332, -1.783, -0.430], [3.858, -0.692, -1.362], [5.178, -0.148, -0.821], [2.829, 0.436, -1.453], [2.081, -0.072, 0.884], [-1.876, 1.964, -0.012], [-2.934, 1.713, -0.526], [-1.520, 1.535, 1.207], [-2.291, 0.466, 1.721], [-1.958, -0.802, 0.928], [-1.172, -0.741, 0.006], [-2.623, -2.047, 1.334], [-2.308, -3.214, 0.634], [-2.899, -4.416, 0.962], [-3.825, -4.491, 1.998], [-4.490, -5.783, 2.346], [-4.138, -3.326, 2.696], [-3.550, -2.120, 2.376], [-2.972, 2.804, -4.490], [-4.300, 3.343, -3.425], [-4.148, 4.000, -5.073], [-3.044, 4.059, -1.472], [-1.712, 5.239, -1.436], [-1.535, 2.420, -2.615], [-0.214, 3.602, -2.547], [-0.443, 3.582, -0.002], [0.201, 0.889, -0.928], [4.284, 2.360, -0.171], [3.756, 2.007, 1.469], [5.890, 0.838, 0.960], [4.280, -0.243, 2.508], [5.164, -1.459, 1.580], [2.735, -1.981, 1.633], [2.392, -2.184, -0.818], [4.050, -2.605, -0.378], [4.018, -1.113, -2.362], [5.918, -0.949, -0.771], [5.564, 0.624, -1.490], [3.191, 1.219, -2.125], [1.901, 0.040, -1.869], [1.911, 0.352, 1.877], [1.130, -0.472, 0.524], [-2.010, 0.357, 2.769], [-3.361, 0.686, 1.626], [-1.590, -3.153, -0.171], [-2.643, -5.308, 0.409], [-4.604, -5.882, 3.423], [-5.485, -5.816, 1.901], [-3.922, -6.630, 1.968], [-4.855, -3.372, 3.502], [-3.817, -1.239, 2.938]]}



Short version: HOMO energy = -6.754, -2.894, -8.055, -7.668, -10.130, -8.268 eV, in the order given.